(1)
ORCA calculation (ωB97M-V with the def2-TZVPD basis set) on a single C5H8N2 molecule at a distorted geometry.

```
! RIJCOSX wB97M-V def2-TZVPD def2/J DEFGRID3
* xyz 0 1
C -2.10 -0.42 -0.45
H -2.30 -0.98 -1.44
H -1.05 -1.41 1.39
N -2.02 1.03 -0.60
H 1.80 0.00 -1.40
C 2.02 0.75 -0.69
H 1.56 1.86 1.05
C -0.74 -0.73 0.45
H 2.93 1.31 -0.81
N -1.18 1.56 0.06
C -0.33 0.65 0.88
H -3.05 -0.54 0.18
H 0.07 -1.11 -0.11
C 1.20 0.98 0.38
H -0.39 0.81 1.91
*
```

The calculation puts the LUMO energy at 1.00 eV. Its molecular weight is 96.13 g mol⁻¹. Its maximum force is 4.7 eV/A. The value obtained for the highest occupied orbital energy is -0.327 Eh. The structure (SMILES) is C=C[C@@H]1CCN=N1. For the orbital gap, the calculation gives 0.3638 hartree.

***

(2)
ORCA calculation (ωB97M-V with the def2-TZVPD basis set) on a single C5H8N2 molecule.

```
! RIJCOSX wB97M-V def2-TZVPD def2/J DEFGRID3
* xyz 0 1
H 0.66 0.01 -2.01
H -2.23 -0.34 0.88
H -0.72 -0.95 1.58
C -0.23 1.41 0.07
H 1.57 -2.03 -0.11
C 1.44 -0.99 -0.35
N 0.37 -0.60 -1.25
H -1.45 -1.78 0.19
C -1.27 -0.81 0.65
C 1.94 0.06 0.37
C -0.47 0.06 -0.31
H -0.77 1.85 0.90
H -1.24 0.88 -0.83
H 0.33 2.07 -0.60
N 2.08 1.15 0.82
*
```

The calculation puts the LUMO energy (alpha / beta) at 0.09 / 0.09 eV. Its molecular weight is 96.13 g mol⁻¹. Its maximum force is 0.8 eV/A. The value obtained for the highest occupied orbital energy (alpha / beta) is -0.268 / -0.268 Eh. For the orbital gap (alpha / beta), the calculation gives 0.2716 / 0.2717 hartree.